Here is a molecular structure, C16H33NO2P2W in a non-equilibrium geometry from OMol25. Energies are from the ωB97M-V functional and the def2-TZVPD basis.

Structure (XYZ):
```
55
Properties=species:S:1:pos:R:3:forces:R:3
H 1.31628 0.75827 -3.67721 0.674 0.395 0.495
H -2.79929 0.34814 -4.12837 -0.021 0.248 0.911
C -2.65383 -4.65684 1.88347 -0.368 -1.014 0.409
H -2.08249 -1.36614 2.59074 0.018 -0.425 -0.103
H -1.08176 0.58767 -3.83363 -0.477 -0.220 0.443
H 2.32346 3.18705 -0.66189 0.278 -0.114 -0.373
H -3.37241 2.88354 -2.38963 0.048 -0.896 0.006
N -0.40474 -1.48195 0.54590 0.230 3.607 -2.922
C 1.58927 -1.42226 3.09047 -0.493 -0.084 -0.012
C 2.84597 1.06580 2.37287 0.067 0.341 0.145
O 2.11300 0.77373 -1.29940 0.350 0.593 -0.261
H 3.20542 -2.25023 0.51763 -0.039 0.013 0.042
H -0.67196 -3.70609 -0.73163 -0.052 -0.207 0.139
C -1.22402 -2.46608 0.93108 -1.086 -1.090 0.679
C -2.72830 -3.45258 2.58348 0.076 0.863 -0.076
C -2.57191 2.51929 -1.72964 0.816 0.631 0.609
C 3.53564 -1.31063 0.96560 0.061 -0.254 -0.335
C -1.25683 -3.67368 0.18351 0.191 -0.383 0.652
H 3.27220 1.68057 1.58040 0.020 -0.010 -0.070
P -2.16827 0.71513 -1.63139 -0.615 0.123 -1.894
H -0.28588 3.82239 0.45258 0.054 -0.234 0.208
H 1.22396 -2.39944 2.76053 0.090 0.105 -0.073
H -1.59673 0.22949 0.03377 0.648 0.312 0.655
H -3.27704 -3.36423 3.54030 0.268 -0.157 -0.832
H 2.08527 1.66287 2.87612 -0.029 -0.063 0.031
C -1.93326 -4.78937 0.69291 0.307 0.771 -0.454
H 3.95792 3.01820 -1.36395 0.246 0.360 0.220
H -1.66406 3.07815 -2.04743 -0.391 -0.470 0.210
P 2.10838 -0.41850 1.65200 0.156 0.120 0.003
H -1.07236 3.22961 1.93543 0.240 -0.091 -0.136
H -2.82197 2.89245 -0.72300 0.134 -0.226 -0.221
W 0.10023 0.19962 -0.11288 -0.297 -1.899 3.529
H -1.86364 -5.74651 0.16290 -0.216 0.459 0.271
H -3.67927 0.09837 0.09015 -0.210 -0.147 0.075
C -3.65125 -0.18505 -0.96357 0.443 0.117 0.157
H 2.37569 -1.59247 3.83593 0.066 0.222 -0.379
C 2.89254 3.00479 -1.58666 0.865 -0.687 0.061
C -0.16501 3.15408 1.31924 -0.552 0.515 0.251
H 3.02496 0.92102 -4.07570 0.009 0.035 -0.084
H 2.70669 3.74652 -2.35801 -0.003 0.040 0.071
H -1.87193 -0.94843 -3.40645 0.064 0.404 0.220
H 4.31025 -1.55016 1.70465 -0.322 0.194 0.047
H 0.69066 3.50130 1.91371 -0.153 -0.214 -0.140
H 3.64111 0.84024 3.09195 -0.164 -0.125 -0.135
C -2.00096 0.14897 -3.38572 0.639 -0.298 -0.661
H 2.03237 2.35980 -4.06830 0.092 0.059 0.091
C 2.20257 1.41871 -3.54969 0.785 -0.464 -0.424
H 0.75150 -0.93548 3.60134 0.115 0.035 -0.100
H -3.40510 -1.25276 -1.01869 -0.076 0.130 0.073
C 2.58786 1.63141 -2.10252 -4.666 -0.460 0.384
H -3.17241 -5.54494 2.29372 0.401 0.648 -0.295
O 0.03910 1.83278 0.87944 0.469 -1.125 -1.289
H 3.99587 -0.72276 0.16976 -0.056 0.050 0.056
C -2.06232 -2.33334 2.07564 0.503 -0.292 0.355
H -4.66305 -0.02794 -1.38576 0.861 0.258 -0.228
```
Positions in Å, forces in eV/Å.

Orbital gap (spin up / spin down)   0.24399 / 0.23841 Ha
Total charge   +2
LUMO (spin up / spin down)   -0.263 / -0.270 Ha
M   517.23 g/mol